Model w:
# C6H9NOS

One molecule with the formula C6H9NOS (ωB97M-V/def2-TZVPD, the Open Molecules 2025 dataset).

Geometry as ORCA input:
```
! RIJCOSX wB97M-V def2-TZVPD def2/J DEFGRID3
* xyz 0 1
C -1.9512 1.4891 2.9545
C -1.5313 1.2113 1.8338
C 0.9022 0.0565 -0.7931
C 0.5271 0.7373 0.5417
C 0.8316 -1.3763 -0.4457
C -1.0338 0.5750 0.6299
N -1.3845 -1.7349 -1.8768
O -1.4608 -0.7782 0.7311
S -0.8950 -1.9548 -0.4542
H -2.1046 1.8208 3.9463
H 0.3602 0.2681 -1.7335
H 1.9392 0.1771 -1.1403
H 1.1496 0.3027 1.3601
H 0.5856 1.7301 0.6782
H 1.2327 -2.2150 -1.1189
H 1.1141 -1.5664 0.5658
H -1.3900 1.1000 -0.2710
H -2.1857 -2.3749 -1.9660
*
```

## Properties
- E_HOMO (spin up / spin down) (eV) = -9.31 / -9.31
- orbital gap (spin up / spin down) (eV) = 10.12 / 10.11
- M (g/mol) = 143.21

***

Model x:
# C6H9NOS

A 2-piece molecular cluster, C6H9NOS overall (ωB97M-V/def2-TZVPD, the Open Molecules 2025 dataset).

Geometry as ORCA input:
```
! RIJCOSX wB97M-V def2-TZVPD def2/J DEFGRID3
* xyz 0 1
C 0.6976 1.1654 2.1611
C 0.0845 1.3086 0.9154
C 1.5239 0.0790 2.2240
C 0.4596 0.3321 0.0086
C -0.9355 0.9438 -2.0288
C 0.0561 0.1002 -1.3152
N -0.4932 -2.3902 -0.0977
O -1.1039 -1.6683 -1.0245
S 1.5576 -0.8001 0.7581
H 0.5493 1.8485 2.9814
H -0.5792 2.1152 0.6653
H 2.1033 -0.2602 3.0584
H -0.4308 1.7854 -2.5074
H -1.6940 1.3197 -1.3501
H -1.4139 0.3489 -2.8003
H 0.7369 -0.4671 -1.9354
H -0.0754 -3.2406 -0.4611
H -1.0429 -2.5206 0.7480
*
```

## Properties
- E_HOMO (spin up / spin down) (eV) = -7.00 / -7.65
- orbital gap (spin up / spin down) (eV) = 7.28 / 7.79
- M (g/mol) = 143.21

***

Model y:
# C6H9NOS

One molecule with the formula C6H9NOS (ωB97M-V/def2-TZVPD, the Open Molecules 2025 dataset).

Geometry as ORCA input:
```
! RIJCOSX wB97M-V def2-TZVPD def2/J DEFGRID3
* xyz 0 1
C -1.2211 0.7874 -1.0129
C -0.8373 0.1650 0.1349
C 0.6581 2.2483 -1.5078
C 2.7647 0.4126 -1.0280
C -0.8104 -1.5517 2.0242
C -1.4812 -1.0869 0.7333
N -0.4963 1.8694 -1.4246
O 1.9190 1.3931 -1.0551
S 2.5819 -1.2236 -1.2463
H -2.0552 0.4915 -1.6748
H 0.1011 0.5164 0.6016
H 1.0769 3.2207 -1.6614
H 3.9219 0.6292 -0.8667
H -0.9402 -0.8305 2.6666
H 0.2246 -1.8443 1.8469
H -1.3031 -2.5150 2.3694
H -2.5005 -0.8729 1.1263
H -1.6029 -1.8087 -0.0257
*
```

## Properties
- E_HOMO (eV) = -8.33
- structure (SMILES) = CC/C=C/N=C\OC=S
- orbital gap (eV) = 8.38
- M (g/mol) = 143.21

***

Model z:
# C6H9NOS

One molecule with the formula C6H9NOS (ωB97M-V/def2-TZVPD, the Open Molecules 2025 dataset).

Geometry as ORCA input:
```
! RIJCOSX wB97M-V def2-TZVPD def2/J DEFGRID3
* xyz 0 1
C 0.7405 -0.0141 1.6286
C 0.9328 -1.4369 1.1151
C 0.6377 -1.4407 -0.3668
C -0.8899 -0.0294 -1.8513
C -0.3271 -0.3104 -0.5215
C -0.4620 2.0660 0.1959
N 0.0489 0.6954 0.3549
O -1.6960 -0.5245 -0.8017
S 0.9423 0.7845 2.9836
H 1.8770 -1.6340 1.4890
H 0.3188 -1.9199 1.7628
H 1.3412 -1.0875 -1.0397
H 0.2944 -2.4800 -0.5803
H -1.0783 1.0082 -2.3522
H -0.8340 -0.7119 -2.6830
H 0.2278 2.6223 0.8589
H -0.5317 2.4349 -0.7859
H -1.5423 1.9782 0.5938
*
```

## Properties
- E_HOMO (eV) = -8.57
- structure (SMILES) = CN1C(=S)CC[C@]12CO2
- orbital gap (eV) = 9.04
- M (g/mol) = 143.21

***

Stability, lowest: model w

***

Model w:
# C3H2N2

One molecule with the formula C3H2N2 (ωB97M-V/def2-TZVPD, the Open Molecules 2025 dataset).

Geometry as ORCA input:
```
! RIJCOSX wB97M-V def2-TZVPD def2/J DEFGRID3
* xyz 0 1
C 0.7846 0.0165 0.0176
C -0.4891 -0.8134 0.0141
C -0.4211 0.8748 0.0441
N -1.3190 0.0149 -0.7195
N -1.3783 -0.0321 0.7449
H 1.5637 -0.0420 0.7655
H 1.2593 -0.0187 -0.8668
*
```

## Properties
- E_HOMO (eV) = -10.89
- structure (SMILES) = C1[C@]23N4N2[C@@]143
- orbital gap (eV) = 10.34
- M (g/mol) = 66.06

***

Model x:
# C3H2N2

C3H2N2 as an isolated structure (ωB97M-V/def2-TZVPD, the Open Molecules 2025 dataset).

Geometry as ORCA input:
```
! RIJCOSX wB97M-V def2-TZVPD def2/J DEFGRID3
* xyz 0 1
C -0.0118 -0.4593 0.3163
C -0.0911 0.3467 -0.7900
C -1.9540 -1.8581 0.3352
N -1.5563 -1.1821 -0.5472
N -1.1606 -0.1062 -1.4134
H -0.3313 -0.2441 1.3482
H 0.5932 1.0374 -1.2479
*
```

## Properties
- E_HOMO (eV) = -9.19
- orbital gap (eV) = 8.58
- M (g/mol) = 66.06

***

Stability, lowest: model x

***

Model w:
# C2H4N2S3

One molecule with the formula C2H4N2S3 (ωB97M-V/def2-TZVPD, the Open Molecules 2025 dataset).

Geometry as ORCA input:
```
! RIJCOSX wB97M-V def2-TZVPD def2/J DEFGRID3
* xyz 0 1
C 1.1864 -0.6437 -1.0161
C -0.1477 0.3626 0.7931
N 0.2170 0.2279 -1.5067
N -0.4803 0.7922 -0.6048
S -1.6113 1.9369 -0.8302
S 1.5640 -0.1697 0.7764
S -1.3452 -0.9849 1.0564
H 0.9803 -1.6959 -1.0299
H 2.0785 -0.4996 -1.4890
H -0.4906 1.0545 1.8377
H -1.9512 -0.3803 2.0129
*
```

## Properties
- E_HOMO (spin up / spin down) (eV) = -8.82 / -8.82
- structure (SMILES) = [S-][N+]1=NCS[C@@H]1S
- orbital gap (spin up / spin down) (eV) = 8.04 / 8.04
- M (g/mol) = 152.27

***

Model x:
# C2H4N2S3

One molecule with the formula C2H4N2S3 (ωB97M-V/def2-TZVPD, the Open Molecules 2025 dataset).

Geometry as ORCA input:
```
! RIJCOSX wB97M-V def2-TZVPD def2/J DEFGRID3
* xyz 0 1
C -0.6596 0.8126 -1.2872
C -1.0564 0.2196 -0.1444
N -0.1285 -0.7593 0.2065
N 0.9690 -0.8826 -0.5575
S 0.7410 0.0336 -1.9602
S -2.4507 0.7326 0.8185
S 2.3966 -0.1621 0.5941
H -0.8455 1.8539 -1.5995
H -0.0228 -1.3390 1.0607
H -1.6679 0.9661 1.9478
H 2.7249 -1.4755 0.9214
*
```

## Properties
- E_HOMO (eV) = -7.27
- structure (SMILES) = SC1=CSN(S)N1
- orbital gap (eV) = 7.70
- M (g/mol) = 152.27

***

Stability, lowest: model w

***

Model w:
# C2H4N2S3

One molecule with the formula C2H4N2S3 (ωB97M-V/def2-TZVPD, the Open Molecules 2025 dataset).

Geometry as ORCA input:
```
! RIJCOSX wB97M-V def2-TZVPD def2/J DEFGRID3
* xyz 0 1
C 0.9883 0.3820 -0.3920
C -0.6334 0.1239 2.4399
H -0.2926 -1.4721 -2.6422
H 1.3730 1.2550 0.4521
H -0.5048 -2.1100 1.5310
H -0.6750 -0.4089 3.4851
N 1.6225 0.3202 -1.5685
N -0.4894 -0.9081 1.4293
S 1.0531 -0.9699 -2.8357
S -0.5270 -0.5776 -0.2806
S -1.1487 1.7860 2.2326
*
```

## Properties
- E_HOMO (eV) = -9.02
- structure (SMILES) = S=CNS/C=N\S
- orbital gap (eV) = 8.39
- M (g/mol) = 152.27

***

Model x:
# C2H4N2S3

One molecule with the formula C2H4N2S3 (ωB97M-V/def2-TZVPD, the Open Molecules 2025 dataset).

Geometry as ORCA input:
```
! RIJCOSX wB97M-V def2-TZVPD def2/J DEFGRID3
* xyz 0 1
C -1.8126 -0.1782 -0.1679
C 1.4626 1.2756 0.0030
H -0.3823 -2.6874 1.6593
H -2.8297 0.1833 -0.1973
H 1.2714 -0.0958 -1.5042
H 0.7621 1.9591 0.5467
N -1.5165 -1.1101 0.6243
N 0.7884 0.5530 -0.8792
S 0.0513 -1.7377 0.8413
S -0.8525 0.8269 -1.2727
S 3.0578 1.0113 0.3466
*
```

## Properties
- E_HOMO (eV) = -8.83
- structure (SMILES) = S=CNS/C=N\S
- orbital gap (eV) = 9.06
- M (g/mol) = 152.27

***

Stability, lowest: model w

***

Model w:
# C3H3NOS2

One molecule with the formula C3H3NOS2 (ωB97M-V/def2-TZVPD, the Open Molecules 2025 dataset).

Geometry as ORCA input:
```
! RIJCOSX wB97M-V def2-TZVPD def2/J DEFGRID3
* xyz 0 1
C -0.4848 -1.0395 0.0861
C 0.8510 -0.5931 -0.6031
C -1.6340 -0.4703 0.0141
N 0.4652 1.4436 1.0432
O 0.6822 0.3213 -1.6174
S -3.0073 0.1935 -0.1062
S 1.4604 0.9982 -0.0279
H -0.5047 -1.9463 0.6654
H 1.5713 -1.3981 -0.8090
H 0.6008 2.4907 1.3547
*
```

## Properties
- E_HOMO (eV) = -8.50
- orbital gap (eV) = 8.29
- M (g/mol) = 133.20

***

Model x:
# C3H3NOS2

One molecule with the formula C3H3NOS2 (ωB97M-V/def2-TZVPD, the Open Molecules 2025 dataset).

Geometry as ORCA input:
```
! RIJCOSX wB97M-V def2-TZVPD def2/J DEFGRID3
* xyz 0 1
O -0.0042 -2.1901 0.7728
N -1.0187 -0.3684 -0.0401
S -1.8724 1.5350 -1.5380
S 1.0115 1.2501 -0.5118
C 0.0800 -1.0221 0.5163
C -0.6289 0.8213 -0.4558
C 1.3700 -0.2336 0.4778
H -2.8195 1.0569 -0.6729
H 1.7175 -0.0013 1.4060
H 2.1647 -0.8479 0.0457
*
```

## Properties
- E_HOMO (eV) = -9.67
- structure (SMILES) = O=C1CSC(S)=N1
- orbital gap (eV) = 9.44
- M (g/mol) = 133.20

***

Stability, lowest: model w

***

Model w:
# C3H3I

One molecule with the formula C3H3I (ωB97M-V/def2-TZVPD, the Open Molecules 2025 dataset).

Geometry as ORCA input:
```
! RIJCOSX wB97M-V def2-TZVPD def2/J DEFGRID3
* xyz 0 1
C -0.1754 -0.0067 -0.0757
C -0.4826 -1.3207 -0.3274
C 0.1597 1.2586 0.2789
I 1.9397 1.5747 1.3595
H -0.3096 -1.6030 -1.4074
H -0.9075 -2.1723 0.2036
H -0.2243 2.2695 -0.0316
*
```

## Properties
- E_HOMO (eV) = -8.95
- structure (SMILES) = C=C=CI
- orbital gap (eV) = 8.98
- M (g/mol) = 165.96

***

Model x:
# C3H3I

One molecule with the formula C3H3I (ωB97M-V/def2-TZVPD, the Open Molecules 2025 dataset).

Geometry as ORCA input:
```
! RIJCOSX wB97M-V def2-TZVPD def2/J DEFGRID3
* xyz 0 1
C 0.7942 0.8479 -0.0163
C -1.2049 -0.8178 0.1102
C -0.1375 -0.0456 0.0024
I 2.7842 0.4012 -0.1679
H 0.6072 1.8672 -0.1208
H -1.9176 -1.1854 -0.8006
H -0.9256 -1.0675 0.9929
*
```

## Properties
- E_HOMO (eV) = -8.89
- structure (SMILES) = C=C=CI
- orbital gap (eV) = 9.32
- M (g/mol) = 165.96

***

Stability, lowest: model x

***

Model w:
# C7H9NO

C7H9NO as an isolated structure (ωB97M-V/def2-TZVPD, the Open Molecules 2025 dataset).

Geometry as ORCA input:
```
! RIJCOSX wB97M-V def2-TZVPD def2/J DEFGRID3
* xyz 0 1
C 1.0470 1.0616 2.3316
C -0.0127 0.6179 1.1915
C 0.2218 -0.0276 0.0935
C 1.3357 -0.9343 -0.3684
C -0.9668 -0.3414 -0.5901
C -0.7998 -0.5958 -1.9615
C -1.3941 0.9755 0.9085
H 1.9370 0.3744 2.2854
H 0.3043 0.6642 3.1432
H 1.1196 2.0733 2.3381
H 2.3159 -0.7051 0.0389
H 0.7769 -1.9283 -0.0424
H 1.6357 -0.9505 -1.5515
H 0.1969 -0.4185 -2.8248
H -1.8067 -1.1517 -3.6624
H -1.7834 1.7422 1.5526
N -2.1011 0.4092 -0.0815
O -2.0261 -0.8651 -2.8009
*
```

## Properties
- E_HOMO (eV) = -8.78
- orbital gap (eV) = 8.74
- M (g/mol) = 123.15

***

Model x:
# C7H9NO

One molecule with the formula C7H9NO (ωB97M-V/def2-TZVPD, the Open Molecules 2025 dataset).

Geometry as ORCA input:
```
! RIJCOSX wB97M-V def2-TZVPD def2/J DEFGRID3
* xyz 0 1
C -2.1291 -0.2674 0.0402
C -1.8983 -0.8155 -1.3019
C -0.3781 -0.9433 -1.2993
C 1.8642 1.3688 0.9793
C 1.3694 0.3705 -0.0351
C 2.7427 0.4473 1.6618
C 0.0840 -0.0892 -0.1355
N -0.9305 0.1383 0.6919
O -3.1724 -0.2678 0.6285
H -2.2617 -1.8967 -1.3834
H -2.4186 -0.2777 -1.9971
H -0.0410 -2.0422 -1.0447
H 0.0752 -0.7122 -2.2858
H 2.3082 2.2518 0.5297
H 1.1185 1.8121 1.5099
H 2.1215 -0.0267 -0.8115
H 2.3898 0.2957 2.6954
H -0.8437 0.6541 1.5574
*
```

## Properties
- E_HOMO (spin up / spin down) (eV) = -8.02 / -8.02
- orbital gap (spin up / spin down) (eV) = 7.95 / 7.95
- M (g/mol) = 123.15

***

Stability, lowest: model w